An isolated molecule of C3H11N3 in a non-equilibrium geometry. Source: the OMol25 dataset; level of theory: the ωB97M-V functional and the def2-TZVPD basis.

XYZ file:
```
17
Properties=species:S:1:pos:R:3:forces:R:3
N 1.725636 -0.602248 -1.759885 0.03 -0.16 0.10
C 0.605825 -1.425067 -1.307541 -0.29 -0.11 0.07
C -0.507868 -0.538843 -0.800216 -0.43 1.32 -0.45
N -0.089967 0.134739 0.420320 0.39 -0.33 -0.13
C -1.093706 0.984052 0.997709 -0.35 0.29 -0.69
N -0.659037 1.405808 2.302761 -0.13 -0.36 0.23
H 2.459456 -1.191681 -2.128533 0.06 0.00 -0.04
H 2.120243 -0.080620 -0.986015 -0.12 0.02 0.02
H 0.849749 -2.145961 -0.507768 0.13 0.02 -0.14
H 0.245354 -1.996326 -2.161965 -0.03 -0.09 -0.02
H -0.706928 0.237727 -1.560736 0.33 -0.11 0.14
H -1.503191 -0.990989 -0.692691 0.22 -0.73 0.16
H 0.197227 -0.563035 1.093949 -0.10 -0.05 0.27
H -2.074541 0.485725 1.076668 0.06 -0.11 0.29
H -1.272652 1.802730 0.275184 0.18 0.00 0.15
H 0.239161 1.863194 2.272027 0.01 0.22 -0.11
H -1.348272 1.995934 2.738009 0.03 0.17 0.15
```
Forces are in eV/Å.

Values from the calculation:
2S+1: 1
HOMO level in eV: -8.81
Largest force on an atom in eV/A: 1.46
SMILES: NCCNCN
Orbital gap in eV: 10.01
Energy relative to the best compared isomer or geometry (same formula, charge and spin) in kcal per mole: 16.4

An isolated molecule of C3H3N3. Source: the OMol25 dataset; level of theory: the ωB97M-V functional and the def2-TZVPD basis.

XYZ file:
```
9
Properties=species:S:1:pos:R:3:forces:R:3
C 0.618698 0.899638 0.361317 0.06 -0.02 -0.10
N 1.095307 0.888628 -0.834582 -0.13 -0.04 0.11
C 0.359372 0.173209 -1.744106 0.20 -0.14 0.16
N 0.082991 -1.080505 -1.261231 -0.06 0.10 0.15
C -0.412800 -1.106925 -0.073357 0.06 0.00 -0.09
N -0.418813 0.041337 0.713281 -0.02 0.06 -0.25
H 1.068873 1.502416 1.146677 -0.19 0.02 -0.16
H -1.250196 0.366586 1.184384 0.19 -0.16 0.31
H -0.749917 -2.035677 0.381057 -0.10 0.19 -0.13
```
Forces are in eV/Å.

Values from the calculation:
2S+1: 1
HOMO level in eV: -8.33
Largest force on an atom in eV/A: 0.40
Orbital gap in eV: 8.36
Energy relative to the best compared isomer or geometry (same formula, charge and spin) in kcal per mole: 71.8

A cluster of 5 separate species, C29H74N4O10P in total in a non-equilibrium geometry. Source: the OMol25 dataset; level of theory: the ωB97M-V functional and the def2-TZVPD basis.

XYZ file:
```
118
Properties=species:S:1:pos:R:3:forces:R:3
C 4.350482 6.754759 3.372706 0.17 -1.25 -0.69
C 3.127933 5.718232 3.195933 -2.24 -1.08 1.98
O 2.358501 5.404211 4.131510 2.74 1.72 -2.97
O 2.900654 5.062767 1.936135 1.36 0.92 2.08
C 3.864061 3.957809 1.876206 0.95 -1.16 -1.60
C 3.351490 2.592115 2.528503 -0.97 0.73 1.00
C 3.950770 2.266641 3.978373 -1.27 -1.12 -0.14
P 5.846081 2.456537 4.137093 0.17 0.47 1.21
H 4.057093 7.670830 3.976649 0.21 -1.38 -0.75
H 4.802728 7.043509 2.360603 -0.89 -0.33 1.38
H 5.168125 6.137022 3.905209 -1.32 0.96 -0.56
H 4.017983 3.746247 0.751049 -0.31 0.54 1.64
H 4.867890 4.327514 2.261395 -1.28 -0.73 -0.23
H 3.487648 1.731200 1.795876 0.11 1.12 0.96
H 2.210500 2.712825 2.670130 1.61 -0.17 -0.48
H 3.445129 2.856376 4.832387 0.73 -0.57 -1.50
H 3.702249 1.154593 4.190337 0.32 1.52 -0.29
H 6.086692 1.023063 4.156248 0.10 -0.47 -0.31
H 6.058517 2.535834 2.703401 -0.17 0.00 -0.63
H 5.627612 3.918181 4.242227 -0.09 0.61 -0.28
H 5.725792 2.422517 5.604623 -0.27 -0.07 0.29
H 7.274946 2.748070 4.333892 0.31 -0.27 -0.12
C -2.972101 3.147161 0.791242 0.04 -0.08 0.33
O -3.482909 2.024679 1.493863 0.01 0.10 -0.52
C -3.670461 0.878876 0.660879 -0.02 -0.38 0.52
C -2.687080 -0.225375 1.042946 0.26 0.56 -0.12
N -1.320172 0.131498 0.661970 -0.25 -0.21 0.02
C -0.302707 -0.769363 1.215122 0.15 0.31 0.19
C -0.140964 -0.793148 2.742232 0.33 0.03 -0.35
O 0.367158 0.419995 3.284902 -0.48 -0.21 0.03
C -0.618454 1.402816 3.558083 0.45 0.06 0.10
H -2.989766 4.003916 1.466909 -0.02 -0.12 0.01
H -1.936138 2.975602 0.484867 -0.02 0.10 -0.17
H -3.587565 3.378545 -0.082450 0.04 0.00 -0.07
H -3.600541 1.126675 -0.403821 0.17 0.08 0.08
H -4.685995 0.518673 0.850013 -0.03 -0.02 -0.03
H -2.970973 -1.154216 0.537367 0.03 -0.02 -0.01
H -2.766523 -0.384222 2.125702 -0.23 -0.08 0.00
H -1.121035 1.071509 0.984276 -0.04 -0.08 0.00
H 0.654002 -0.458850 0.782579 -0.02 -0.10 0.07
H -0.492494 -1.785974 0.856516 -0.05 0.06 0.03
H 0.609312 -1.555702 2.973540 -0.05 0.06 -0.01
H -1.051953 -1.105599 3.259710 -0.02 0.18 -0.04
H -1.580500 0.963500 3.838876 -0.02 -0.05 -0.13
H -0.738439 2.068109 2.700583 -0.23 0.09 0.01
H -0.264856 2.011672 4.392208 0.08 -0.05 -0.04
C -2.038902 -3.303009 9.583506 0.30 -0.06 -0.15
O -1.575836 -4.481526 8.942177 -0.46 0.13 0.17
C -2.632934 -5.358253 8.547575 0.39 -0.30 -0.37
C -2.732071 -5.422429 7.025083 -0.01 0.51 0.25
N -3.241091 -4.164341 6.476432 0.04 -0.32 -0.10
C -3.130780 -4.073414 5.017682 0.12 0.31 0.19
C -1.716428 -4.055079 4.418026 -0.28 0.24 -0.32
O -0.972882 -2.885031 4.734059 -0.11 -0.71 0.29
C -0.279490 -2.940894 5.972792 0.10 0.37 -0.17
H -1.170415 -2.765068 9.967140 -0.02 -0.11 -0.06
H -2.557457 -2.651971 8.873450 -0.15 0.06 0.13
H -2.698641 -3.543643 10.421277 -0.07 0.04 -0.01
H -3.590636 -5.079965 9.000042 0.07 0.16 -0.09
H -2.368829 -6.352412 8.919160 -0.03 -0.02 0.00
H -3.404361 -6.237635 6.739950 -0.01 0.03 -0.02
H -1.732135 -5.647694 6.634194 0.02 -0.22 0.11
H -2.724707 -3.392860 6.882580 -0.04 -0.08 -0.02
H -3.628324 -3.142477 4.726491 0.08 -0.07 -0.09
H -3.703624 -4.889648 4.564551 0.07 -0.05 0.06
H -1.829911 -4.045942 3.328547 0.00 0.04 0.03
H -1.145547 -4.960261 4.651059 0.04 0.04 0.19
H 0.041368 -3.954927 6.226936 -0.13 -0.01 0.01
H -0.896266 -2.524518 6.771453 0.06 -0.13 0.19
H 0.609272 -2.312714 5.889741 -0.06 0.00 -0.10
C 3.794202 -3.679105 -4.881661 0.03 0.30 0.26
O 3.404925 -2.316740 -4.817394 -0.02 -0.44 -0.34
C 2.377406 -1.981334 -5.754177 -0.20 0.53 0.42
C 1.077374 -1.648391 -5.026136 0.27 -0.68 -0.12
N 0.483263 -2.848562 -4.432197 -0.01 0.20 -0.06
C -0.627440 -2.560055 -3.520201 0.28 -0.25 0.14
C -0.302384 -1.777345 -2.239012 -0.49 -0.24 0.04
O 0.512572 -2.492341 -1.317454 0.11 0.25 -0.43
C 1.908236 -2.381601 -1.554587 -0.11 -0.20 0.33
H 4.665094 -3.811249 -4.237189 -0.06 0.10 -0.03
H 2.995056 -4.329696 -4.513575 0.01 -0.16 -0.14
H 4.068110 -3.963059 -5.901319 -0.04 -0.08 -0.02
H 2.227808 -2.768184 -6.501568 0.00 -0.10 0.17
H 2.717257 -1.085203 -6.281611 -0.01 0.01 -0.04
H 0.369786 -1.208514 -5.732273 0.24 -0.20 0.34
H 1.306296 -0.900189 -4.256924 0.06 0.19 -0.17
H 1.196172 -3.351086 -3.916243 -0.07 0.06 -0.02
H -1.044139 -3.528401 -3.222917 -0.03 0.10 0.07
H -1.415262 -2.035953 -4.071680 0.10 0.09 -0.01
H -1.250481 -1.604050 -1.719250 0.08 0.03 0.02
H 0.111488 -0.784455 -2.442869 0.15 -0.06 -0.01
H 2.182512 -1.418663 -1.993716 -0.05 -0.07 -0.08
H 2.251280 -3.201585 -2.188700 0.18 0.10 -0.15
H 2.421650 -2.477464 -0.595917 -0.09 0.04 0.02
C -3.511513 1.883763 -9.945914 0.33 -0.12 -0.01
O -2.224153 2.476861 -9.877361 -0.47 0.13 0.08
C -2.235081 3.773452 -9.274794 0.62 0.02 0.09
C -1.511328 3.742940 -7.930645 -0.43 -0.36 -0.09
N -2.285103 3.003184 -6.932025 0.27 0.19 -0.02
C -1.541353 2.729371 -5.698739 -0.20 -0.30 -0.14
C -0.318484 1.805822 -5.804371 -0.13 0.09 0.55
O -0.640744 0.457635 -6.130563 -0.11 0.75 -0.53
C -0.762820 0.200938 -7.522162 -0.11 -0.22 0.24
H -3.429807 0.968863 -10.535409 0.08 0.09 0.02
H -3.869977 1.615844 -8.947478 -0.20 0.06 -0.03
H -4.227070 2.550612 -10.433824 -0.07 0.00 0.06
H -3.249577 4.173318 -9.174534 0.00 -0.19 0.08
H -1.684567 4.435443 -9.948985 -0.02 0.03 0.01
H -1.356516 4.767601 -7.579390 -0.01 -0.04 0.03
H -0.529005 3.281282 -8.090245 0.08 0.18 -0.16
H -2.578327 2.118394 -7.329210 0.02 0.10 0.01
H -2.250481 2.265617 -5.005373 0.14 0.01 0.03
H -1.237167 3.679030 -5.246639 0.05 -0.02 -0.09
H 0.140172 1.766086 -4.810829 -0.04 -0.04 -0.04
H 0.453439 2.199613 -6.473889 -0.10 -0.06 -0.17
H -0.106057 0.835338 -8.123559 -0.09 0.07 0.04
H -1.800569 0.317231 -7.839462 0.03 0.07 -0.23
H -0.485783 -0.840936 -7.698532 0.03 0.00 0.07
```
Forces are in eV/Å.

Values from the calculation:
Net charge: -1
2S+1: 1
HOMO level in eV: -2.99
Largest force on an atom in eV/A: 4.39
Orbital gap in eV: 4.87

A structure of composition C45H46CrN6O6P2 in a non-equilibrium geometry. Source: the OMol25 dataset; level of theory: the ωB97M-V functional and the def2-TZVPD basis.

XYZ file:
```
106
Properties=species:S:1:pos:R:3:forces:R:3
Cr -17.665579 13.655315 2.330042 -1.26 0.96 0.59
O -18.599916 15.455001 2.381752 1.50 -1.86 -1.06
C -19.540170 15.664144 3.227048 -0.03 2.15 1.09
C -19.544968 16.932539 3.850651 -0.90 1.22 0.24
C -20.585914 17.376480 4.677945 1.42 -0.88 0.12
C -21.635609 16.509988 4.993595 -0.18 -0.36 -0.19
C -21.592720 15.212391 4.473707 -0.02 1.40 0.45
C -20.547365 14.791946 3.651536 -0.20 0.18 0.09
C -20.462543 13.416677 3.398109 -0.04 -1.43 -0.38
N -19.420292 12.874679 2.865299 -0.79 -1.10 0.29
N -19.495567 11.453998 2.775908 1.27 0.33 0.36
C -18.259448 10.990719 2.677886 -2.40 -0.32 0.44
O -17.243016 11.732688 2.517745 1.65 0.49 -0.14
C -18.170479 9.494636 2.675056 1.01 1.09 -1.75
C -17.156249 8.948560 1.852866 -1.36 -1.01 -0.07
C -17.263794 7.583724 1.471635 -0.52 1.48 2.18
C -18.233408 6.757826 2.043754 -0.02 1.92 0.98
C -19.166703 7.360703 2.945186 -0.08 -0.91 -0.80
C -19.217620 8.740126 3.167077 2.07 -2.10 -1.07
H -18.738932 17.622699 3.601514 -0.07 -0.27 0.05
H -20.465244 18.297911 5.263130 -0.24 -0.15 -0.69
H -22.388232 16.926105 5.660810 -0.15 -0.67 -0.16
H -22.307148 14.441458 4.676759 -0.61 0.00 0.45
H -21.284474 12.738052 3.734814 0.70 0.50 -0.39
H -16.414473 9.612860 1.416953 -0.03 -0.17 0.23
H -16.476248 7.118406 0.977265 1.14 -0.55 -1.34
H -18.109296 5.709851 1.838613 -0.64 -0.33 0.21
H -19.907219 6.735077 3.440612 0.08 0.03 -0.19
H -19.983687 9.175868 3.704717 -1.36 0.81 1.12
O -17.342462 14.026201 4.342948 0.80 -0.51 -0.34
P -16.211232 13.338649 5.115638 -0.73 1.42 -1.41
C -14.600667 13.665151 4.274734 0.20 -0.78 -0.64
P -14.492158 13.994437 2.439502 1.05 -1.55 0.60
O -15.782145 14.318311 1.778799 -1.71 0.14 -0.22
C -13.776008 12.429633 1.791679 -0.82 0.99 -0.13
C -12.557757 12.011732 2.287536 -0.10 -0.67 -0.08
C -12.070770 10.832078 1.767443 1.27 -0.52 0.17
C -12.717685 10.027477 0.829766 -0.81 0.95 0.75
C -13.993198 10.418282 0.392161 -0.40 -1.25 -0.62
C -14.481219 11.643356 0.862838 0.28 -0.01 -0.26
C -13.351578 15.383096 2.403999 -0.25 0.10 0.85
C -13.852038 16.565629 3.009008 -0.73 -0.34 -1.17
C -12.964104 17.617537 3.136913 -0.88 2.07 2.66
C -11.624061 17.532782 2.855852 1.02 -2.00 -0.80
C -11.141271 16.367263 2.248898 0.09 -0.49 -0.26
C -12.004599 15.260394 2.071305 0.52 0.35 -1.59
C -16.000778 14.121580 6.673323 0.54 -1.41 1.29
C -16.132597 15.477132 6.896098 -0.53 -0.06 -0.67
C -15.879258 16.010954 8.134608 -0.93 2.06 0.50
C -15.640175 15.202019 9.204028 0.23 -2.30 1.07
C -15.574899 13.803395 9.031513 0.28 -1.26 -0.51
C -15.665161 13.252903 7.732573 -0.16 1.38 0.83
C -16.501580 11.606976 5.366721 1.04 -0.61 0.53
C -15.543125 10.709158 4.912639 0.80 0.74 -1.33
C -15.682507 9.363879 5.002740 -1.29 -0.39 0.88
C -16.770220 8.864465 5.746868 1.31 -1.21 -0.07
C -17.705884 9.730505 6.325580 0.93 -0.33 -0.47
C -17.559175 11.107286 6.119620 -1.08 -0.06 -0.81
H -13.894992 12.842199 4.459771 -0.24 0.15 0.02
H -14.113553 14.523333 4.711386 -0.29 0.40 0.51
H -12.011648 12.503427 3.093370 -0.14 0.11 -0.36
H -11.094004 10.521067 2.125296 -0.06 -0.19 -0.05
H -12.215777 9.113733 0.595438 -0.10 -0.46 -0.53
H -14.648307 9.714219 -0.291319 1.49 1.78 1.34
H -15.409933 11.985341 0.454051 -0.52 0.22 0.07
H -14.967088 16.674808 3.214311 1.67 -0.15 -0.04
H -13.245552 18.532411 3.748912 -0.12 -1.11 -1.17
H -10.864716 18.234061 3.141321 -0.27 0.78 -0.03
H -10.083967 16.337021 1.901674 -0.95 -0.20 0.43
H -11.687471 14.385279 1.443686 -0.12 0.82 1.06
H -16.602524 16.047100 6.118881 0.20 0.56 -0.37
H -16.085095 17.085861 8.379064 0.41 -1.03 -0.68
H -15.583911 15.582605 10.213793 0.08 0.22 -0.04
H -15.481829 13.020767 9.835204 0.08 1.46 -0.50
H -15.547753 12.188379 7.553995 -0.06 0.20 0.25
H -14.684903 10.993501 4.302772 -0.26 0.50 0.21
H -14.967427 8.775711 4.454651 0.00 -0.58 0.28
H -16.707727 7.749628 5.871071 -0.92 1.21 0.09
H -18.517157 9.311533 6.903411 -0.11 0.20 -0.01
H -18.392556 11.771229 6.336277 0.22 0.01 0.53
N -18.150284 15.514050 -1.277003 1.94 -0.33 1.37
C -18.168918 14.105348 -1.720036 -2.91 0.94 0.60
C -19.691225 13.753011 -2.191016 2.07 1.41 -1.55
C -20.847836 14.075626 -1.288649 -1.18 0.78 0.57
C -21.701740 12.939474 -0.719624 1.44 -0.79 -1.01
N -20.807677 12.091428 0.113264 0.40 0.45 0.29
C -20.780692 10.768842 -0.012113 0.75 0.46 -0.28
N -21.892916 10.028195 -0.168122 0.68 0.39 0.37
N -19.608546 10.128814 -0.062323 -1.27 -0.28 0.28
C -17.875662 13.067792 -0.698829 0.98 -0.86 0.25
O -17.411815 11.977693 -1.046832 -0.34 0.16 0.36
O -18.258949 13.332813 0.513792 -0.10 0.27 -0.29
H -17.153823 15.834850 -1.403541 -1.37 -0.19 -0.01
H -18.204923 15.483743 -0.228296 -0.37 0.24 -1.08
H -17.527985 14.002316 -2.551088 0.56 -0.40 -1.00
H -19.670209 12.728546 -2.505096 -0.17 -0.78 -0.17
H -19.779913 14.373858 -3.141069 -0.04 -0.82 1.15
H -21.500769 14.750796 -1.836472 -0.40 -0.18 -0.15
H -20.642241 14.689119 -0.431695 0.96 0.44 0.49
H -21.918368 12.276734 -1.571298 -0.88 0.33 0.29
H -22.563894 13.344827 -0.189476 0.00 -0.32 -0.05
H -19.919623 12.553677 0.460272 -1.06 -0.65 -0.38
H -22.786034 10.423858 -0.097322 -1.09 0.86 0.30
H -21.856122 9.264461 -0.784392 0.29 -1.11 -0.60
H -18.781418 10.689140 -0.201696 0.68 -0.05 0.10
H -19.606518 9.196341 0.336220 0.55 0.20 -0.21
```
Forces are in eV/Å.

Values from the calculation:
Net charge: +1
2S+1: 4
HOMO level (alpha / beta) in eV: -9.46 / -9.51
Largest force on an atom in eV/A: 3.49
Orbital gap (alpha / beta) in eV: 7.26 / 7.34
Energy relative to the best compared isomer or geometry (same formula, charge and spin) in kcal per mole: 12.1

- Look up the 2S+1 of the third one.
  1

- Among the records above, which one has the highest 2S+1?
  C45H46CrN6O6P2

What did the second record say?
An isolated molecule of C3H3N3. Source: the OMol25 dataset; level of theory: the ωB97M-V functional and the def2-TZVPD basis.

XYZ file:
```
9
Properties=species:S:1:pos:R:3:forces:R:3
C 0.618698 0.899638 0.361317 0.06 -0.02 -0.10
N 1.095307 0.888628 -0.834582 -0.13 -0.04 0.11
C 0.359372 0.173209 -1.744106 0.20 -0.14 0.16
N 0.082991 -1.080505 -1.261231 -0.06 0.10 0.15
C -0.412800 -1.106925 -0.073357 0.06 0.00 -0.09
N -0.418813 0.041337 0.713281 -0.02 0.06 -0.25
H 1.068873 1.502416 1.146677 -0.19 0.02 -0.16
H -1.250196 0.366586 1.184384 0.19 -0.16 0.31
H -0.749917 -2.035677 0.381057 -0.10 0.19 -0.13
```
Forces are in eV/Å.

Values from the calculation:
2S+1: 1
HOMO level in eV: -8.33
Largest force on an atom in eV/A: 0.40
Orbital gap in eV: 8.36
Energy relative to the best compared isomer or geometry (same formula, charge and spin) in kcal per mole: 71.8